Record 1
{"formula": "C19H37O21", "method": "ωB97M-V/def2-TZVPD", "homo_lumo_gap_ev": 7.04, "spin_multiplicity": 1, "relative_energy_kcal_mol": 0.0, "total_energy_ha": -2326.3230, "charge": -1, "elements": ["O", "C", "O", "O", "H", "C", "O", "C", "O", "O", "C", "H", "H", "H", "H", "H", "H", "C", "O", "C", "O", "O", "C", "H", "H", "H", "H", "H", "H", "C", "O", "C", "O", "O", "C", "H", "H", "H", "H", "H", "H", "C", "O", "C", "O", "O", "C", "H", "H", "H", "H", "H", "H", "C", "O", "C", "O", "O", "C", "H", "H", "H", "H", "H", "H", "C", "O", "C", "O", "O", "C", "H", "H", "H", "H", "H", "H"], "xyz": [[-0.1067, -0.5460, -1.6802], [0.9219, 0.3088, -1.3408], [2.0057, 0.1866, -1.9703], [0.7073, 1.1507, -0.4368], [0.2523, -1.1038, -2.3964], [0.0421, -3.7336, -0.1238], [0.1296, -3.6079, 1.2967], [0.5306, -4.6521, 1.9996], [0.7112, -5.7606, 1.5907], [0.7308, -4.2469, 3.2429], [1.1680, -5.2565, 4.1636], [0.4121, -2.8159, -0.5731], [-0.9955, -3.9161, -0.4044], [0.6384, -4.5706, -0.4861], [2.0137, -5.7737, 3.7076], [0.3576, -5.9762, 4.2715], [1.4674, -4.7656, 5.0788], [-2.2059, -0.9043, 0.8187], [-3.2009, -1.4179, 1.7355], [-3.7431, -0.5170, 2.5318], [-3.4694, 0.6487, 2.5670], [-4.6574, -1.1258, 3.3029], [-5.2402, -0.3256, 4.2879], [-1.3671, -0.6289, 1.4559], [-2.5857, -0.0834, 0.2210], [-1.8738, -1.6774, 0.1365], [-4.5686, 0.2387, 4.9447], [-5.9266, -0.8479, 4.9473], [-5.8057, 0.5017, 3.8362], [1.8785, -0.5297, 2.0780], [3.2343, -0.4661, 2.4822], [3.9722, 0.5949, 2.1772], [3.6462, 1.5385, 1.5354], [5.2110, 0.3354, 2.6392], [6.0710, 1.4586, 2.7314], [1.7363, -0.8634, 1.0492], [1.3443, 0.4122, 2.1846], [1.3955, -1.3003, 2.6803], [6.0994, 1.9152, 1.7360], [7.0828, 1.1336, 2.9559], [5.7534, 2.2063, 3.4573], [-0.9490, 2.7463, 1.9695], [-0.1229, 3.2324, 3.0147], [1.1119, 3.6047, 2.7039], [1.5429, 3.7300, 1.6084], [1.7870, 3.7806, 3.8424], [3.1358, 4.1893, 3.7359], [-0.9984, 3.4642, 1.1465], [-1.9744, 2.6039, 2.2968], [-0.5767, 1.8111, 1.5486], [3.3648, 4.8637, 4.5619], [3.2823, 4.7696, 2.8233], [3.7963, 3.3262, 3.7634], [-0.6863, 0.3196, -4.9811], [0.6062, -0.1131, -5.4476], [1.2557, -1.1003, -4.8434], [0.8707, -1.8059, -3.9439], [2.3986, -1.2935, -5.4958], [3.3452, -2.1082, -4.7978], [-0.5627, 1.3711, -4.7447], [-1.0320, -0.3328, -4.1908], [-1.4382, 0.2022, -5.7673], [2.8929, -3.0093, -4.4027], [3.8703, -1.5211, -4.0473], [4.0844, -2.3398, -5.5663], [-2.2431, 2.6123, -2.2732], [-2.9449, 1.6263, -3.0512], [-3.4984, 2.0692, -4.1619], [-3.2568, 3.0708, -4.7834], [-4.3765, 1.1430, -4.5702], [-4.9838, 1.3231, -5.8248], [-2.3178, 3.6447, -2.5990], [-1.1843, 2.3461, -2.2452], [-2.5221, 2.4902, -1.2285], [-5.4827, 0.3912, -6.0765], [-4.2480, 1.5412, -6.6014], [-5.7131, 2.1343, -5.8029]], "forces_ev_per_angstrom": [[-0.5217, -0.5373, -0.0164], [1.9687, 1.7774, 0.6130], [-0.7047, -0.6049, -0.2550], [-1.0304, -0.8803, -0.3613], [-0.0424, 0.2333, 0.1387], [0.0434, -0.4588, -0.4007], [0.0025, 0.5475, 0.0196], [0.0350, 0.5144, -0.2991], [0.1037, -0.9872, -0.2572], [0.0414, 0.4676, 0.9487], [0.0099, -0.3076, -1.1434], [-0.1573, 0.1493, 0.1686], [0.0011, 0.1231, 0.0199], [0.0265, -0.0065, 0.1794], [0.0424, -0.0536, 0.2399], [0.0756, -0.0174, 0.4127], [-0.2037, 0.1088, 0.0960], [0.5299, 0.0774, 0.4879], [-0.4269, -0.4822, -0.4834], [0.2332, -0.2522, -0.2710], [-0.1167, 0.5187, 0.2173], [0.1866, -0.7327, 0.2628], [-0.8401, 2.2351, 0.6259], [0.1659, 0.4161, -0.4693], [0.0022, 0.2222, 0.2111], [-0.3153, -0.3256, 0.2030], [0.6192, -0.5708, -0.2545], [0.1341, -0.7348, -0.4155], [-0.1075, -0.3124, -0.1988], [-1.0961, -0.2511, -0.4023], [0.3041, -0.3884, 0.4952], [-0.1467, -0.9426, -0.6364], [-0.1389, 0.8805, 0.1355], [0.3784, -0.1040, 1.0830], [0.1518, 0.3998, -1.3360], [0.4996, 0.3257, -0.1551], [0.2571, 0.1526, -0.0024], [0.2420, 0.1274, 0.3018], [0.0422, 0.2886, 0.2433], [-0.1436, -0.3708, 0.2204], [-0.1906, -0.1621, 0.0930], [-0.2681, 0.0666, -1.3788], [-0.4945, -0.1263, 1.1316], [-0.3547, -0.5272, -0.1739], [0.4608, 0.5192, -0.9775], [-0.1409, 0.1037, 0.9723], [0.2163, 0.6210, -0.3439], [0.2934, 0.0015, 0.0142], [0.2228, 0.0093, 0.6907], [0.1940, 0.0955, 0.0236], [-0.1975, -0.2286, 0.2192], [0.0991, -0.3385, -0.1202], [-0.0062, -0.0024, -0.1400], [0.1324, -0.6154, -0.2334], [-0.0566, 0.1059, -0.3260], [-0.4845, -0.3443, -0.1592], [-0.3082, 0.0717, -0.1034], [0.1347, 0.3008, 0.2444], [0.7321, 0.1936, -0.7375], [-0.2516, -0.0753, 0.4308], [0.1662, 0.3639, 0.6305], [0.4118, 0.1093, -0.3432], [-0.0532, 0.0165, 0.1476], [-0.3910, -0.0316, 0.3393], [-0.0854, -0.2652, 0.0552], [1.4674, -0.4359, 0.8941], [-0.3123, 0.8219, 0.2565], [-0.0788, -0.3609, -0.7494], [0.0481, 0.3288, 0.2242], [-0.0011, -0.6212, 0.5655], [-0.0570, 0.3035, -0.6633], [-0.5086, -0.1669, -0.3411], [0.0304, -0.0713, -0.3001], [-0.5113, 0.0615, -0.1125], [-0.0274, -0.0467, 0.1623], [0.0314, 0.0640, 0.0983], [0.0341, 0.0173, 0.0440]]}

***

Record 2
{"formula": "C19H38AlF4O3", "method": "ωB97M-V/def2-TZVPD", "homo_lumo_gap_ev": 10.67, "spin_multiplicity": 1, "relative_energy_kcal_mol": 106.7, "total_energy_ha": -1614.5951, "charge": -1, "elements": ["C", "C", "C", "C", "C", "C", "C", "C", "C", "C", "C", "C", "C", "C", "C", "C", "O", "C", "O", "O", "C", "C", "H", "H", "H", "H", "H", "H", "H", "H", "H", "H", "H", "H", "H", "H", "H", "H", "H", "H", "H", "H", "H", "H", "H", "H", "H", "H", "H", "H", "H", "H", "H", "H", "H", "H", "H", "H", "H", "H", "F", "Al", "F", "F", "F"], "xyz": [[6.7948, 0.1038, 0.9221], [6.2203, 1.0347, -0.2597], [4.6932, 0.6373, -0.5705], [3.8019, 1.9668, -0.8530], [3.0005, 2.4444, 0.4637], [1.9672, 1.3503, 1.0309], [0.4659, 1.8324, 0.7225], [-0.5031, 1.8103, 2.0389], [-1.9486, 1.3228, 1.4915], [-3.1907, 1.8816, 2.3332], [-4.4927, 0.9411, 2.0482], [-5.4926, 1.5284, 0.9338], [-5.5457, 0.6265, -0.4220], [-4.0518, 0.6044, -0.9951], [-3.8966, -0.0151, -2.4727], [-2.5459, -0.9171, -2.4291], [-2.7614, -2.2202, -1.8047], [-1.9223, -2.3216, -0.6483], [-2.4917, -2.4905, 0.4650], [-0.5049, -2.2536, -0.7391], [0.1195, -3.2860, 0.0869], [0.4941, -2.7442, 1.5660], [6.3668, 0.4776, 1.9277], [7.9329, 0.2233, 0.9914], [6.5169, -0.9959, 0.7610], [6.8757, 0.9498, -1.2069], [6.3163, 2.1289, 0.0749], [4.6613, -0.0860, -1.4592], [4.2684, 0.0802, 0.3274], [4.5627, 2.7947, -1.1000], [3.1103, 1.8478, -1.7619], [2.4595, 3.4369, 0.2978], [3.7877, 2.6124, 1.2932], [2.1489, 1.1578, 2.1383], [2.1526, 0.3512, 0.4822], [0.0155, 1.0776, -0.0194], [0.3796, 2.8656, 0.2524], [-0.5150, 2.8915, 2.4245], [-0.0769, 1.1219, 2.8438], [-2.0331, 1.7842, 0.4368], [-1.8958, 0.1885, 1.4075], [-3.0147, 1.8270, 3.4656], [-3.4582, 2.9608, 2.0749], [-4.2118, -0.1427, 1.8378], [-5.0819, 0.9436, 3.0415], [-6.5564, 1.4440, 1.3781], [-5.3375, 2.6360, 0.6999], [-6.3174, 1.0898, -1.1206], [-5.8983, -0.4379, -0.1556], [-3.4495, -0.0871, -0.2977], [-3.6551, 1.6756, -1.0069], [-4.8091, -0.5953, -2.8249], [-3.6314, 0.8637, -3.1675], [-2.0094, -0.9647, -3.4344], [-1.8303, -0.3454, -1.7228], [-0.5172, -4.2390, 0.1177], [1.1221, -3.5519, -0.4345], [-0.4408, -2.3834, 2.1375], [0.9843, -3.6328, 2.1069], [1.1906, -1.8438, 1.4682], [3.3242, -3.3615, -2.3844], [2.3362, -4.3924, -3.4375], [1.2970, -5.4279, -2.4396], [3.3926, -5.4042, -4.4389], [1.3281, -3.3753, -4.4830]], "forces_ev_per_angstrom": [[0.1492, 0.6663, -0.0899], [0.1392, -0.4138, 0.3288], [0.0390, 0.6373, -0.2514], [0.4124, 0.1638, 0.2813], [0.8616, -0.6291, 0.4738], [-0.0381, 0.5043, -1.1399], [-0.5268, -1.3846, 0.8464], [0.0777, 0.2883, -1.4569], [0.7805, 1.7269, 0.3872], [-0.5166, -1.6908, -0.0794], [-0.4705, 1.2461, 0.8365], [-1.3593, -1.3402, -0.0173], [0.7889, 0.7244, 0.9407], [-1.0878, -0.9332, -0.4290], [1.5633, 0.1272, 0.6473], [0.4461, 1.9100, -0.0375], [2.5362, 0.9711, 1.5236], [-1.4851, -0.7815, 3.1800], [2.0870, 0.4356, -4.1024], [-3.3523, -0.6884, -0.6679], [1.7049, -0.6350, 1.1819], [-0.7665, -0.1645, -0.6753], [0.5268, -0.7589, -1.5615], [-1.5570, -0.3511, -0.0920], [0.4588, 1.6096, 0.2489], [-1.0841, -0.0232, 1.4458], [-0.3150, -1.5075, -0.4132], [-0.0212, 1.0589, 1.2965], [0.5502, 0.6956, -1.1311], [-1.2597, -1.0808, 0.1413], [0.8913, 0.0638, 1.4417], [0.8088, -1.3349, 0.1339], [-1.0358, -0.0636, -1.3415], [-0.3864, 0.3851, -1.3774], [-0.3277, 1.5422, 0.9237], [0.6395, 1.1631, 0.9682], [0.3851, -1.3218, 0.5640], [-0.2446, -1.6114, -0.2545], [-0.6860, 0.8946, -1.0763], [0.0984, -0.9691, 1.5950], [-0.3976, 1.4221, 0.1432], [0.0857, 0.1122, -1.6283], [0.5545, -1.4077, 0.2579], [-0.2279, 1.4621, 0.1618], [0.8238, -0.1545, -1.5267], [1.5420, 0.3361, -0.6309], [0.1073, -1.5322, 0.2551], [1.1240, -0.5900, 0.6589], [0.6080, 1.5908, -0.4210], [-0.8912, 1.4575, -0.9331], [-0.3663, -1.5435, 0.1874], [1.2461, 0.7429, 0.3960], [-0.7059, -1.4876, 0.6892], [-0.9211, -0.4719, 1.2544], [-0.9781, -0.6215, -1.3406], [0.8139, 1.5836, -0.0223], [-1.8865, 0.5397, 0.6253], [1.4148, -0.7863, -0.9221], [-0.5953, 1.5442, -0.6585], [-0.7222, -1.4045, 0.1628], [-0.9885, -0.9580, -0.8944], [0.0118, -0.0375, -0.2291], [0.9816, 1.0471, -0.8376], [-1.0318, 0.9968, 1.0085], [0.9750, -0.9707, 1.0517]]}

***

Record 3
{"formula": "C19H38BClO21S4", "method": "ωB97M-V/def2-TZVPD", "homo_lumo_gap_ev": 9.92, "smiles": "CCOC(=O)O[C@@](C[C@@H](C)O)(B(C)O)[C@H](Cl)CC.O=S1(=O)OCCO1.O=S1(=O)OCCO1.O=S1(=O)OCCO1.O=S1(=O)OCCO1", "spin_multiplicity": 1, "total_energy_ha": -4404.5765, "elements": ["C", "C", "O", "C", "O", "O", "C", "C", "C", "C", "O", "B", "C", "O", "C", "Cl", "C", "C", "H", "H", "H", "H", "H", "H", "H", "H", "H", "H", "H", "H", "H", "H", "H", "H", "H", "H", "H", "H", "H", "H", "O", "S", "O", "O", "C", "C", "O", "H", "H", "H", "H", "O", "S", "O", "O", "C", "C", "O", "H", "H", "H", "H", "O", "S", "O", "O", "C", "C", "O", "H", "H", "H", "H", "O", "S", "O", "O", "C", "C", "O", "H", "H", "H", "H"], "xyz": [[-3.5509, 1.5488, 4.9531], [-3.2786, 2.2651, 3.6398], [-1.9929, 1.8367, 3.1667], [-1.5258, 2.4976, 2.1198], [-2.1629, 3.2604, 1.4375], [-0.2157, 2.2166, 1.9807], [0.3050, 1.7029, 0.7135], [1.1168, 2.8537, 0.0910], [0.3476, 4.0754, -0.4178], [1.3337, 5.1555, -0.8727], [-0.5414, 3.7195, -1.4816], [1.3186, 0.4965, 1.1132], [2.4965, 0.0214, 0.1895], [1.1438, -0.1303, 2.3201], [-0.7853, 1.1346, -0.2004], [-1.5702, -0.2632, 0.6351], [-0.2618, 0.6084, -1.5437], [-1.3973, 0.3930, -2.5649], [-4.0906, 0.6137, 4.7871], [-2.6295, 1.3502, 5.4974], [-4.2095, 2.1759, 5.5607], [-4.0459, 2.0270, 2.8988], [-3.2588, 3.3493, 3.7762], [1.7722, 3.2108, 0.8967], [1.7769, 2.5033, -0.7054], [-0.2639, 4.4961, 0.3804], [0.8206, 5.8156, -1.5780], [1.6604, 5.7495, -0.0174], [2.2000, 4.7288, -1.3807], [-0.0246, 3.6899, -2.2964], [3.4794, 0.1291, 0.6586], [2.5405, 0.4699, -0.8030], [2.3649, -1.0587, 0.0445], [1.9497, -0.0785, 2.8538], [-1.5673, 1.8589, -0.4260], [0.4478, 1.3240, -1.9532], [0.2465, -0.3431, -1.3812], [-1.1584, 0.8690, -3.5173], [-1.5595, -0.6680, -2.7573], [-2.3387, 0.8162, -2.2100], [-0.5352, -6.4536, -2.0601], [-0.7932, -5.0656, -1.9110], [-0.5193, -4.1656, -2.9740], [-0.0712, -4.5676, -0.5774], [-1.0255, -3.9431, 0.3044], [-2.3271, -4.6569, 0.0043], [-2.2854, -4.8280, -1.4258], [-1.0792, -2.8818, 0.0660], [-0.6964, -4.0731, 1.3316], [-3.2049, -4.0766, 0.2681], [-2.3816, -5.6371, 0.4756], [4.6465, 8.3011, -3.3806], [4.0991, 7.8460, -2.1550], [3.9883, 6.4614, -1.8725], [2.6835, 8.5558, -1.9465], [2.6459, 9.2606, -0.6975], [4.0864, 9.6783, -0.4743], [4.8409, 8.5442, -0.9261], [2.2939, 8.5817, 0.0809], [1.9670, 10.1032, -0.7890], [4.3210, 9.8629, 0.5696], [4.3559, 10.5473, -1.0767], [3.6948, -1.3833, 3.4855], [4.7391, -2.2144, 2.9991], [6.0845, -2.0077, 3.3885], [4.6317, -2.2575, 1.4077], [4.4866, -3.6102, 0.9448], [3.7672, -4.3072, 2.0825], [4.3664, -3.7403, 3.2602], [5.4778, -4.0310, 0.7709], [3.9168, -3.6074, 0.0198], [3.9219, -5.3816, 2.0916], [2.6991, -4.0832, 2.0855], [-4.6301, -6.4262, -0.5377], [-4.9184, -7.7430, -0.9842], [-4.8966, -8.8332, -0.0797], [-3.9902, -8.0459, -2.2410], [-4.7788, -8.4111, -3.3825], [-6.0791, -7.6583, -3.1780], [-6.3097, -7.7592, -1.7631], [-4.9293, -9.4916, -3.3767], [-4.2506, -8.1142, -4.2836], [-6.9187, -8.1034, -3.7030], [-5.9854, -6.6052, -3.4475]], "forces_ev_per_angstrom": [[-0.4689, 0.0767, -0.1456], [-0.1550, -0.0346, 0.2199], [-0.0162, 0.1160, 0.3833], [0.2510, 0.1008, -0.3350], [0.0602, -0.1286, 0.0474], [-0.4290, -0.3870, -0.0966], [0.1994, -0.1635, -0.2054], [-0.1182, 0.2757, 0.2644], [0.3710, 0.0821, -0.0807], [-0.4364, -0.1329, -0.0656], [0.0668, 0.0567, -0.0202], [0.0024, 0.0210, 0.2710], [0.0454, -0.1184, -0.3561], [0.1152, 0.9566, 0.1709], [0.2110, 0.2128, -0.6933], [-0.3298, -0.0134, 0.1066], [-0.3468, -0.0567, -0.0471], [0.0712, -0.0556, 0.0714], [0.2599, -0.0434, 0.0248], [-0.0242, 0.0685, 0.0007], [0.1413, -0.0707, 0.0530], [0.1495, 0.0971, -0.0390], [0.0499, -0.0869, -0.0846], [0.0532, -0.0592, -0.1055], [-0.0891, -0.0822, 0.0186], [-0.2408, -0.2543, -0.1063], [0.0779, 0.0824, 0.1300], [0.1935, -0.0539, -0.0984], [0.0338, 0.0604, 0.0785], [-0.0710, 0.0203, 0.0677], [-0.0826, 0.0578, 0.0712], [0.0422, 0.0507, 0.0714], [0.0285, 0.0500, 0.0347], [0.0124, -0.7998, -0.0666], [0.0343, -0.0658, 0.3564], [0.0826, -0.0491, 0.1039], [0.2039, 0.1355, -0.0119], [-0.0310, -0.0471, 0.0337], [-0.0452, 0.0465, 0.0064], [0.0353, 0.0084, -0.0245], [0.0660, -0.0270, -0.0353], [-0.0597, 0.0415, 0.0930], [-0.0172, -0.0124, -0.0792], [0.0111, -0.1321, 0.0939], [-0.1054, 0.2496, 0.0194], [0.1352, -0.1679, 0.1393], [0.0079, 0.1522, -0.0340], [-0.0054, 0.0201, 0.0016], [0.1025, -0.0822, -0.0364], [-0.0491, 0.0202, -0.1671], [-0.0041, -0.0036, -0.0074], [-0.0215, -0.0301, -0.0450], [-0.0482, 0.0539, 0.0584], [0.1454, -0.0250, -0.0483], [0.0249, 0.1052, -0.0703], [-0.0200, -0.0721, 0.1832], [-0.0222, 0.1840, -0.0867], [-0.0551, -0.0712, 0.0873], [0.0186, 0.0057, 0.0083], [-0.0191, -0.0189, -0.1267], [0.0752, -0.1120, 0.0112], [-0.0224, 0.0006, -0.0008], [0.0433, 0.2397, 0.0381], [-0.0164, -0.2225, -0.1940], [-0.0363, 0.0763, 0.1355], [-0.0874, -0.0076, 0.0825], [0.1088, -0.1557, -0.0503], [-0.2163, 0.0366, -0.0863], [0.1374, -0.0506, -0.0515], [-0.0061, -0.0066, 0.0174], [-0.0320, 0.1304, 0.0137], [0.0790, 0.0057, 0.1124], [0.0092, 0.0100, -0.0212], [-0.0214, 0.0049, 0.1278], [0.0319, -0.0047, -0.1320], [-0.0527, 0.0164, 0.0676], [0.0126, 0.0889, -0.0173], [-0.0983, -0.1644, -0.0573], [0.0594, 0.1750, -0.1151], [0.0001, -0.1420, -0.0146], [-0.0177, 0.0069, 0.0014], [0.0974, 0.0675, 0.0702], [-0.0587, -0.0472, 0.1182], [0.0190, -0.0084, -0.0069]]}

***

Calculated values (eV) of LUMO energy for the records, taken in order: 2.54, 2.63, 0.45.